Below is a structure of composition C25H41BCoN4S2, with properties calculated with ωB97M-V with the def2-TZVPD basis set.

**Total energy**: -92521.86300 eV
**2S+1**: 1
**Orbital gap (spin up / spin down)**: 7.25 / 7.19 eV
**Largest force on an atom**: 0.6 eV Å⁻¹
**Charge**: +1

Atoms and positions in Å:
Co  -0.178  -0.091  0.120
C  -2.015  0.754  -0.355
C  -2.223  -0.502  0.283
C  -1.578  -1.506  -0.561
C  -0.960  -0.791  -1.626
C  -1.220  0.597  -1.518
C  -0.703  1.670  -2.453
C  0.815  1.833  -2.276
C  -1.002  1.244  -3.896
C  -1.404  2.996  -2.163
C  -1.643  -3.037  -0.618
C  -1.470  -3.758  0.720
C  -0.579  -3.592  -1.583
C  -3.010  -3.383  -1.239
C  -2.967  -0.604  1.617
C  -3.504  0.778  2.022
C  -2.039  -1.071  2.749
C  -4.183  -1.533  1.493
H  -2.343  1.698  0.041
H  -0.356  -1.240  -2.396
H  1.337  0.885  -2.437
H  1.059  2.193  -1.275
H  1.197  2.551  -3.003
H  -0.465  0.334  -4.170
H  -0.692  2.033  -4.583
H  -2.069  1.069  -4.041
H  -1.228  3.323  -1.137
H  -2.482  2.913  -2.313
H  -1.031  3.770  -2.834
H  -0.511  -3.521  1.182
H  -1.494  -4.833  0.539
H  -2.262  -3.536  1.428
H  0.431  -3.297  -1.301
H  -0.770  -3.295  -2.615
H  -0.630  -4.681  -1.555
H  -3.847  -3.075  -0.618
H  -3.072  -4.464  -1.380
H  -3.120  -2.910  -2.216
H  -2.703  1.505  2.170
H  -4.029  0.678  2.971
H  -4.214  1.169  1.290
H  -1.278  -0.319  2.959
H  -1.531  -2.006  2.531
H  -2.631  -1.212  3.656
H  -4.816  -1.243  0.651
H  -4.779  -1.455  2.403
H  -3.906  -2.577  1.376
C  0.974  4.617  0.889
N  1.937  3.660  1.410
C  3.213  3.985  1.808
C  3.750  2.860  2.333
N  2.808  1.862  2.270
B  3.077  0.379  2.721
N  3.690  -0.296  1.439
C  5.003  -0.189  1.049
C  5.138  -0.791  -0.157
N  3.892  -1.257  -0.504
C  3.582  -2.017  -1.705
C  3.025  -0.952  0.488
S  1.401  -1.560  0.506
C  1.705  2.360  1.705
S  0.133  1.645  1.533
H  1.519  5.427  0.410
H  0.358  5.016  1.693
H  0.334  4.127  0.163
H  3.611  4.976  1.688
H  4.720  2.689  2.763
H  2.055  -0.157  3.024
H  3.925  0.403  3.572
H  5.735  0.295  1.669
H  5.997  -0.933  -0.788
H  4.331  -1.791  -2.459
H  2.597  -1.733  -2.067
H  3.585  -3.085  -1.494

Löwdin atomic charge list, values in e, 8 entries: 0.10, -0.06, -0.12, -0.15, -0.05, -0.21, -0.54, -0.03

=====

Below is a structure of composition C16H48O8Y, with properties calculated with ωB97M-V with the def2-TZVPD basis set.

**Total energy**: -34769.69759 eV
**2S+1**: 1
**Orbital gap**: 11.58 eV
**Largest force on an atom**: 4.1 eV Å⁻¹
**Charge**: +3

Atoms and positions in Å:
Y  -0.058  -0.119  -0.039
C  2.584  -2.496  -3.023
C  1.050  -2.295  -2.630
O  0.850  -0.939  -2.129
H  2.942  -1.856  -3.830
H  2.699  -3.580  -3.046
H  3.115  -2.243  -2.105
H  0.750  -3.188  -2.082
H  0.316  -2.255  -3.435
H  1.264  -0.388  -2.797
C  -2.263  -0.194  4.043
C  -1.629  -1.228  3.099
O  -0.757  -0.462  2.218
H  -3.170  -0.626  4.467
H  -2.627  0.625  3.424
H  -1.599  0.201  4.812
H  -2.268  -1.793  2.422
H  -0.937  -1.904  3.602
H  -0.430  0.275  2.740
C  3.806  -2.680  0.591
C  2.625  -1.947  1.277
O  2.023  -1.163  0.280
H  3.440  -3.422  -0.119
H  4.521  -3.111  1.292
H  4.415  -2.012  -0.019
H  2.914  -1.278  2.088
H  1.864  -2.591  1.717
H  2.785  -0.677  -0.043
C  1.249  4.028  -1.517
C  0.138  3.087  -2.002
O  0.447  1.757  -1.758
H  2.203  3.802  -1.992
H  1.398  3.886  -0.447
H  0.937  5.060  -1.675
H  -0.101  3.162  -3.063
H  -0.837  3.407  -1.634
H  1.149  1.479  -2.352
C  2.062  2.951  2.728
C  1.761  1.473  2.418
O  1.481  1.344  1.064
H  2.595  3.470  1.932
H  2.772  3.063  3.547
H  1.188  3.593  2.844
H  1.012  1.189  3.157
H  2.663  0.945  2.727
H  2.148  1.902  0.657
C  -2.469  -0.489  -3.703
C  -2.308  0.470  -2.579
O  -1.922  -0.391  -1.491
H  -3.181  -1.307  -3.592
H  -1.504  -0.795  -4.108
H  -2.966  0.009  -4.536
H  -3.293  0.921  -2.456
H  -1.609  1.267  -2.833
H  -2.586  -1.081  -1.565
C  -2.123  -3.867  -1.473
C  -1.914  -3.203  -0.015
O  -0.610  -2.509  0.046
H  -1.804  -4.897  -1.630
H  -1.679  -3.128  -2.141
H  -3.193  -3.933  -1.670
H  -1.850  -4.000  0.726
H  -2.761  -2.666  0.412
H  0.051  -3.205  0.066
C  -1.702  3.200  2.545
C  -1.326  3.082  1.069
O  -1.463  1.748  0.519
H  -1.110  2.596  3.232
H  -2.692  2.782  2.729
H  -1.686  4.264  2.777
H  -0.346  3.520  0.880
H  -2.066  3.737  0.610
H  -2.381  1.623  0.770

Löwdin atomic charge list, values in e, 8 entries: 1.76, 0.00, -0.20, -0.20, 0.09, 0.10, 0.04, 0.11

=====

Below is a structure of composition C61H46BrFGeO2P3Tc, with properties calculated with ωB97M-V with the def2-TZVPD basis set.

**Total energy**: -227417.54458 eV
**⟨S²⟩**: 3.81
**2S+1**: 4
**Orbital gap (spin up / spin down)**: 5.71 / 5.26 eV
**Largest force on an atom**: 2.0 eV Å⁻¹
**Charge**: +3

Atoms and positions in Å:
Tc  0.236  -0.015  0.598
F  0.473  0.954  -4.882
Ge  0.605  0.679  -3.140
C  -0.608  -0.924  -3.186
C  -0.494  -1.602  -4.391
C  -1.171  -2.799  -4.589
C  -1.957  -3.330  -3.580
C  -2.096  -2.651  -2.382
C  -1.433  -1.437  -2.180
P  -1.769  -0.512  -0.673
C  -2.923  -1.533  0.283
C  -4.291  -1.248  0.271
C  -5.176  -2.105  0.905
C  -4.711  -3.237  1.559
C  -3.355  -3.538  1.548
C  -2.463  -2.696  0.908
C  -2.726  0.946  -1.151
C  -2.922  1.311  -2.486
C  -3.819  2.322  -2.790
C  -4.546  2.944  -1.783
C  -4.363  2.572  -0.458
C  -3.433  1.600  -0.135
C  0.798  2.608  -2.659
C  1.004  3.421  -3.770
C  1.407  4.739  -3.619
C  1.624  5.266  -2.354
C  1.399  4.477  -1.243
C  0.982  3.148  -1.387
P  0.559  2.337  0.174
C  -0.565  3.579  0.907
C  -0.574  3.892  2.268
C  -1.368  4.922  2.742
C  -2.153  5.661  1.869
C  -2.135  5.365  0.514
C  -1.359  4.325  0.033
C  2.035  2.291  1.230
C  1.890  1.816  2.546
C  2.980  1.793  3.402
C  4.222  2.211  2.944
C  4.381  2.627  1.626
C  3.299  2.658  0.762
C  2.442  -0.076  -3.064
C  3.231  0.184  -4.179
C  4.517  -0.329  -4.263
C  5.020  -1.098  -3.226
C  4.247  -1.358  -2.108
C  2.945  -0.857  -2.018
P  1.938  -1.343  -0.563
C  1.266  -2.986  -0.965
C  0.708  -3.722  0.086
C  0.254  -5.010  -0.140
C  0.353  -5.566  -1.409
C  0.924  -4.841  -2.446
C  1.373  -3.546  -2.232
C  3.163  -1.755  0.726
C  3.709  -3.038  0.821
C  4.698  -3.297  1.754
C  5.125  -2.297  2.620
C  4.582  -1.025  2.534
C  3.609  -0.751  1.584
H  0.111  -1.193  -5.189
H  -1.072  -3.319  -5.533
H  -2.475  -4.268  -3.724
H  -2.752  -3.045  -1.619
H  -4.669  -0.381  -0.250
H  -6.236  -1.889  0.877
H  -5.407  -3.898  2.058
H  -2.994  -4.437  2.030
H  -1.417  -2.963  0.864
H  -2.438  0.774  -3.290
H  -3.985  2.596  -3.823
H  -5.267  3.710  -2.037
H  -4.943  3.038  0.327
H  -3.288  1.313  0.899
H  0.852  3.027  -4.765
H  1.560  5.353  -4.497
H  1.950  6.289  -2.229
H  1.525  4.894  -0.251
H  0.064  3.379  2.968
H  -1.345  5.167  3.796
H  -2.765  6.471  2.242
H  -2.718  5.958  -0.180
H  -1.346  4.122  -1.031
H  0.927  1.487  2.919
H  2.856  1.456  4.423
H  5.072  2.198  3.614
H  5.355  2.937  1.271
H  3.432  2.977  -0.263
H  2.834  0.780  -4.990
H  5.117  -0.122  -5.139
H  6.021  -1.503  -3.286
H  4.663  -1.956  -1.312
H  0.671  -3.301  1.085
H  -0.155  -5.588  0.679
H  -0.005  -6.571  -1.588
H  1.032  -5.291  -3.424
H  1.829  -2.985  -3.037
H  3.373  -3.830  0.165
H  5.140  -4.282  1.807
H  5.879  -2.515  3.364
H  4.918  -0.245  3.203
H  3.226  0.256  1.489
Br  -4.499  -2.011  7.422
C  -3.390  -1.510  5.986
C  -3.560  -0.261  5.389
C  -2.765  0.089  4.320
C  -1.800  -0.810  3.850
C  -1.623  -2.052  4.472
C  -2.416  -2.404  5.541
C  -1.019  -0.485  2.682
O  -0.144  -1.290  2.178
O  -1.164  0.618  2.031
H  -4.312  0.420  5.763
H  -2.877  1.052  3.838
H  -0.860  -2.726  4.104
H  -2.286  -3.356  6.036

Löwdin atomic charge list, values in e, 8 entries: 1.22, -0.27, 0.98, -0.28, -0.08, -0.02, -0.03, -0.05

=====

Below is a structure of composition C10H17N5Sn, with properties calculated with ωB97M-V with the def2-TZVPD basis set.

**Total energy**: -23878.80913 eV
**2S+1**: 1
**Orbital gap (spin up / spin down)**: 3.86 / 4.73 eV
**Largest force on an atom**: 0.8 eV Å⁻¹
**Charge**: +4

Atoms and positions in Å:
Sn  0.119  0.868  -0.800
N  0.021  3.242  -0.475
C  -0.977  4.290  -0.935
C  -2.501  3.980  -0.812
N  -2.873  2.684  -1.305
C  -3.147  2.354  -2.676
C  -1.873  2.030  -3.516
N  -0.843  1.072  -2.946
H  0.896  3.550  -0.919
H  0.216  3.399  0.520
H  -0.824  5.192  -0.341
H  -0.735  4.532  -1.968
H  -2.846  4.061  0.222
H  -2.992  4.743  -1.423
H  -2.902  1.921  -0.629
H  -3.858  1.525  -2.689
H  -3.590  3.226  -3.166
H  -2.251  1.609  -4.449
H  -1.351  2.952  -3.761
H  -1.100  0.120  -3.231
H  -0.016  1.256  -3.528
N  4.125  -7.474  5.015
C  3.660  -6.584  4.405
C  3.114  -5.532  3.683
C  3.931  -4.789  2.766
C  3.327  -3.757  2.080
N  2.033  -3.413  2.223
C  1.274  -4.125  3.094
C  1.738  -5.177  3.844
H  4.974  -5.044  2.632
H  3.902  -3.169  1.378
H  0.242  -3.817  3.177
H  1.107  -5.725  4.530

natural (NBO) atomic charge list, values in e, 8 entries: 1.66, -0.97, -0.22, -0.31, -0.10, -0.31, -0.22, -0.98

=====

The highest largest force on an atom belongs to which entry? C16H48O8Y